(1)
Computed, not measured: a 2-piece molecular cluster, C14H23N3O3S overall, with ωB97M-V with the def2-TZVPD basis set.

As for the SMILES: CC(=O)NCCCC[C@]1(S)C[C@H](O)NC1=O.c1cc[nH]c1. As for the frontier orbital gap: 8.89 eV. The multiplicity is 1. For the LUMO energy, the calculation gives 0.52 eV. For the molar mass, the calculation gives 313.423 Da. As for the energy above the lowest of the compared OMol25 structures with the same formula, charge and spin: 77.4 kJ/mol. The calculation puts the HOMO energy at -8.37 eV.

```
44
C14H23N3O3S (ωB97M-V with the def2-TZVPD basis set)
C -4.040 2.154 0.456
C -3.093 2.743 -0.544
O -3.153 2.524 -1.724
N -2.076 3.599 0.038
C -0.708 3.160 -0.319
C -0.353 1.831 0.351
C -0.553 0.615 -0.550
C -0.354 -0.681 0.223
C -0.667 -1.948 -0.554
S -2.475 -2.096 -0.883
C -0.314 -3.271 0.141
C -0.191 -4.305 -0.990
O 0.996 -5.042 -0.750
N -0.072 -3.479 -2.191
C 0.137 -2.163 -1.837
O 0.892 -1.390 -2.373
H -4.846 1.628 -0.047
H -3.481 1.453 1.080
H -4.425 2.932 1.112
H -2.226 4.512 -0.384
H -0.586 3.075 -1.404
H -0.034 3.942 0.026
H 0.693 1.865 0.668
H -0.952 1.726 1.261
H -1.562 0.633 -0.968
H 0.138 0.664 -1.390
H 0.678 -0.724 0.582
H -1.022 -0.661 1.088
H -2.554 -1.233 -1.905
H 0.680 -3.203 0.588
H -1.026 -3.539 0.920
H -1.024 -5.003 -1.065
H 0.998 -5.834 -1.295
H 0.529 -3.830 -2.924
C 3.053 0.694 2.586
C 3.625 1.938 2.200
C 4.153 1.772 0.947
N 3.925 0.480 0.563
C 3.259 -0.184 1.555
H 2.546 0.474 3.511
H 3.644 2.848 2.775
H 4.667 2.462 0.300
H 4.196 0.080 -0.316
H 2.980 -1.218 1.440
```

These are the Löwdin partial charges, in e, on atoms 1 to 5:
1 C -0.001
2 C -0.513
3 O 0.096
4 N 0.006
5 C -0.207


(2)
Computed, not measured: C29H48BN10NaO6S3 as an isolated structure, with ωB97M-V with the def2-TZVPD basis set.

As for the frontier orbital gap: 5.33 eV. The multiplicity is 1. As for the charge: -2. For the LUMO energy, the calculation gives 3.53 eV. For the molar mass, the calculation gives 762.770 Da. The calculation puts the HOMO energy at -1.80 eV.

```
98
C29H48BN10NaO6S3 (ωB97M-V with the def2-TZVPD basis set)
Na -0.892 1.201 -2.778
C 1.412 -0.580 3.779
C 2.202 0.727 3.483
N 1.455 1.692 2.668
C 0.442 2.444 3.370
C -0.781 1.715 3.953
S -1.796 0.854 2.750
C -1.622 -0.893 3.368
C -0.560 -1.713 2.642
N 0.758 -1.043 2.540
H 2.185 -1.321 4.088
H 0.674 -0.502 4.650
H 2.678 1.106 4.436
H 3.121 0.457 2.916
H 2.133 2.327 2.255
H 0.895 3.165 4.131
H 0.154 3.206 2.622
H -0.471 1.008 4.764
H -1.382 2.498 4.438
H -1.516 -0.819 4.426
H -2.610 -1.345 3.278
H -0.536 -2.696 3.075
H -0.892 -1.958 1.593
H 0.555 -0.166 2.094
C 1.208 -0.068 -6.562
C 0.206 -0.074 -5.432
O 0.621 0.494 -4.362
C -1.028 -0.721 -5.704
C -2.181 -1.076 -4.872
C -3.290 -1.962 -5.454
N -2.316 -0.542 -3.736
N -3.425 -0.903 -3.012
C -3.419 -0.444 -1.762
O -2.526 0.211 -1.127
C -4.717 -0.778 -1.064
C -4.982 -0.511 0.273
C -6.165 -0.917 0.905
C -7.130 -1.491 0.126
C -6.940 -1.681 -1.237
C -5.704 -1.362 -1.826
H 2.136 -0.557 -6.224
H 0.798 -0.546 -7.452
H 1.535 0.948 -6.829
H -1.089 -1.202 -6.706
H -3.344 -1.875 -6.536
H -3.076 -2.983 -5.251
H -4.296 -1.676 -5.068
H -4.131 0.064 0.760
H -6.391 -0.749 1.941
H -8.088 -1.686 0.612
H -7.715 -2.144 -1.864
H -5.503 -1.590 -2.835
B 5.503 5.573 0.910
C 4.316 4.778 1.613
N 3.428 4.193 2.089
H 5.874 4.891 -0.110
H 5.042 6.688 0.608
H 6.394 5.689 1.683
C -2.934 6.470 0.584
N -2.923 4.968 0.619
C -2.798 4.134 -0.432
N -3.162 2.889 -0.183
S -2.405 4.606 -2.019
H -1.996 6.855 0.209
H -3.006 6.765 1.645
H -3.729 6.919 -0.104
H -3.396 4.644 1.437
H -2.951 2.522 0.743
H -3.053 2.134 -0.837
C 5.760 -4.851 2.395
C 4.882 -3.918 1.547
S 3.120 -4.316 1.602
O 2.821 -5.501 0.854
O 2.801 -4.262 3.041
C 2.148 -3.093 0.765
C 2.640 -2.681 -0.586
N 2.315 -1.265 -0.804
C 1.075 -0.783 -1.079
N 1.082 0.551 -1.069
C 2.297 1.004 -0.788
C 3.071 -0.116 -0.630
N 4.518 -0.109 -0.429
O 5.068 0.975 -0.487
O 5.109 -1.135 -0.220
C -0.121 -1.594 -1.497
H 6.793 -4.584 2.366
H 5.653 -5.864 1.939
H 5.501 -4.981 3.436
H 5.240 -3.996 0.523
H 4.905 -2.848 1.827
H 1.991 -2.129 1.413
H 1.125 -3.524 0.666
H 2.292 -3.316 -1.421
H 3.739 -2.661 -0.571
H 2.645 2.031 -0.788
H -0.167 -1.711 -2.566
H -0.984 -1.022 -1.108
H -0.180 -2.564 -1.027
```

These are the Löwdin partial charges, in e, on atoms 1 to 5:
1 Na 0.404
2 C -0.210
3 C -0.207
4 N -0.080
5 C -0.310


(3)
Computed, not measured: a 14-piece molecular cluster, C84H150N6O44P8 overall, with ωB97M-V with the def2-TZVPD basis set.

As for the frontier orbital gap: 8.72 eV. The multiplicity is 1. For the LUMO energy, the calculation gives -1.08 eV. For the molar mass, the calculation gives 2195.914 Da. As for the energy above the lowest of the compared OMol25 structures with the same formula, charge and spin: 68.4 kJ/mol. The calculation puts the HOMO energy at -9.80 eV.

```
292
C84H150N6O44P8 (ωB97M-V with the def2-TZVPD basis set)
C 5.127 -3.107 1.602
C 5.458 -2.338 0.369
O 5.090 -3.040 -0.851
P 5.842 -2.581 -2.143
O 7.280 -2.873 -2.203
O 5.521 -0.990 -2.197
C 5.819 -0.196 -3.387
C 7.196 0.359 -3.326
O 5.006 -3.223 -3.338
C 5.520 -4.361 -4.119
C 5.341 -5.658 -3.286
H 4.112 -3.418 1.567
H 5.773 -3.980 1.666
H 5.310 -2.442 2.447
H 5.000 -1.337 0.387
H 6.546 -2.139 0.353
H 5.729 -0.929 -4.255
H 4.979 0.454 -3.417
H 7.907 -0.486 -3.447
H 7.325 1.022 -4.205
H 7.378 0.970 -2.437
H 4.897 -4.343 -5.019
H 6.537 -4.206 -4.372
H 4.272 -5.749 -3.096
H 5.759 -6.567 -3.679
H 5.771 -5.463 -2.290
C 2.303 -1.941 7.257
C 2.381 -0.567 6.637
O 1.152 -0.370 5.853
P 1.006 0.415 4.517
O -0.303 0.122 3.873
O 1.375 1.903 4.931
C 1.237 3.063 4.071
C -0.046 3.755 4.567
O 2.286 0.173 3.595
C 2.378 -0.530 2.349
C 2.387 0.546 1.275
H 2.280 -2.738 6.519
H 3.187 -1.957 7.903
H 1.421 -2.082 7.897
H 2.482 0.194 7.438
H 3.167 -0.407 5.927
H 2.207 3.586 4.246
H 1.222 2.767 3.015
H -0.302 4.558 3.796
H -0.897 3.052 4.498
H -0.004 4.210 5.532
H 3.371 -0.990 2.458
H 1.628 -1.269 2.285
H 2.451 0.004 0.345
H 1.436 1.128 1.306
H 3.201 1.281 1.259
C -3.238 -5.941 0.935
C -2.230 -7.072 1.411
O -1.346 -7.422 0.298
P 0.063 -8.005 0.733
O 0.687 -8.695 -0.394
O 0.972 -6.844 1.385
C 1.793 -6.054 0.477
C 1.260 -4.653 0.312
O -0.239 -8.910 1.990
C 0.648 -9.996 2.219
C 1.896 -9.548 2.964
H -2.706 -4.969 0.836
H -3.632 -6.201 -0.061
H -3.960 -5.899 1.754
H -1.708 -6.697 2.307
H -2.868 -7.915 1.639
H 2.767 -6.045 0.943
H 1.935 -6.687 -0.438
H 0.516 -4.525 -0.457
H 0.733 -4.391 1.234
H 2.050 -4.005 0.039
H 0.056 -10.704 2.752
H 0.886 -10.547 1.316
H 2.543 -10.435 2.867
H 2.348 -8.789 2.343
H 1.805 -9.180 3.969
C 1.424 -5.444 -8.455
C 1.312 -4.297 -7.440
O 0.373 -3.322 -7.985
P 0.524 -1.897 -7.219
O 1.925 -1.403 -7.235
O -0.599 -0.990 -7.915
C -0.400 -0.547 -9.226
C -1.691 -0.809 -10.092
O -0.044 -2.004 -5.738
C -1.392 -2.528 -5.324
C -1.162 -3.521 -4.169
H 2.027 -6.225 -7.958
H 0.498 -5.861 -8.796
H 1.915 -5.047 -9.343
H 0.994 -4.597 -6.450
H 2.299 -3.880 -7.294
H -0.090 0.494 -9.270
H 0.471 -1.077 -9.664
H -2.052 -1.837 -9.972
H -2.493 -0.154 -9.682
H -1.590 -0.413 -11.115
H -2.039 -1.683 -5.122
H -1.947 -2.938 -6.153
H -0.506 -4.297 -4.545
H -0.715 -3.025 -3.314
H -2.036 -4.099 -3.963
C 2.283 8.374 -1.142
C 2.827 7.687 0.147
O 2.075 6.464 0.330
P 2.494 5.429 1.443
O 3.675 4.620 1.244
O 1.144 4.628 1.570
C 0.624 3.932 0.406
C -0.635 3.111 0.808
O 2.500 6.231 2.854
C 1.344 7.029 3.245
C 1.879 8.018 4.259
H 2.501 7.747 -1.990
H 1.222 8.495 -1.058
H 2.737 9.358 -1.211
H 3.916 7.568 0.211
H 2.520 8.307 0.991
H 0.463 4.671 -0.374
H 1.380 3.240 0.032
H -0.645 2.895 1.879
H -1.659 3.543 0.573
H -0.688 2.120 0.324
H 1.029 7.505 2.295
H 0.540 6.433 3.642
H 1.160 8.762 4.598
H 2.129 7.415 5.152
H 2.853 8.388 3.932
C 8.718 5.421 -4.524
C 7.759 6.135 -3.577
O 7.612 5.450 -2.302
P 6.174 5.469 -1.598
O 5.530 6.779 -1.561
O 5.381 4.406 -2.476
C 4.013 4.089 -2.078
C 4.047 2.668 -1.505
O 6.390 4.716 -0.276
C 6.396 5.488 0.958
C 7.704 6.174 1.317
H 8.885 6.009 -5.374
H 9.617 5.331 -4.040
H 8.282 4.455 -4.743
H 8.088 7.171 -3.404
H 6.767 6.122 -4.048
H 3.693 4.826 -1.385
H 3.295 4.284 -2.901
H 4.343 1.988 -2.286
H 4.780 2.720 -0.679
H 3.114 2.316 -1.107
H 5.657 6.283 0.950
H 6.128 4.794 1.740
H 8.443 5.428 1.687
H 8.141 6.644 0.435
H 7.394 6.906 2.060
C -4.010 -3.061 -1.496
C -2.891 -2.055 -1.850
O -1.597 -2.387 -1.239
P -0.647 -1.129 -0.967
O 0.660 -1.510 -0.434
O -0.563 -0.366 -2.402
C 0.777 -0.308 -3.122
C 1.802 0.591 -2.448
O -1.489 -0.071 -0.137
C -1.610 -0.508 1.258
C -2.740 0.255 1.830
H -3.779 -4.046 -1.916
H -3.912 -3.062 -0.423
H -5.032 -2.727 -1.876
H -2.789 -1.976 -2.939
H -3.194 -1.049 -1.659
H 1.244 -1.291 -3.251
H 0.496 0.015 -4.101
H 1.943 0.153 -1.440
H 2.755 0.451 -2.982
H 1.539 1.643 -2.404
H -1.733 -1.578 1.276
H -0.719 -0.286 1.838
H -3.716 0.075 1.373
H -2.821 -0.057 2.862
H -2.492 1.306 1.723
C -4.269 -2.738 2.741
C -4.972 -1.958 3.861
O -4.215 -2.365 5.108
P -4.447 -1.451 6.420
O -5.056 -0.179 6.035
O -5.273 -2.366 7.394
C -6.674 -2.089 7.521
C -6.909 -1.075 8.655
O -3.044 -1.498 7.121
C -2.089 -0.585 6.440
C -1.982 0.638 7.306
H -4.794 -2.792 1.824
H -3.292 -2.268 2.636
H -4.207 -3.783 3.053
H -4.948 -0.875 3.710
H -6.026 -2.235 3.999
H -7.095 -1.645 6.668
H -7.114 -3.050 7.733
H -8.011 -0.995 8.807
H -6.308 -1.307 9.536
H -6.622 -0.092 8.247
H -1.183 -1.138 6.351
H -2.398 -0.312 5.435
H -1.801 0.346 8.316
H -1.107 1.182 6.983
H -2.806 1.322 7.172
C -1.097 4.050 -2.772
C -2.112 4.752 -2.174
C -3.278 4.100 -1.869
C -3.407 2.766 -2.147
C -2.411 2.003 -2.734
C -1.261 2.707 -3.161
N -4.575 2.041 -1.540
O -4.541 0.802 -1.501
O -5.538 2.689 -1.047
H -0.129 4.467 -2.986
H -1.941 5.768 -1.801
H -4.096 4.543 -1.316
H -2.607 0.938 -2.957
H -0.527 2.164 -3.711
C -8.361 0.666 -3.254
C -8.471 -0.749 -3.190
C -7.415 -1.538 -3.646
C -6.253 -0.904 -4.012
C -6.106 0.479 -4.066
C -7.187 1.267 -3.742
N -5.029 -1.652 -4.419
O -5.104 -2.875 -4.429
O -4.011 -1.044 -4.655
H -9.259 1.236 -3.040
H -9.377 -1.193 -2.892
H -7.438 -2.609 -3.632
H -5.177 0.932 -4.403
H -7.140 2.344 -3.816
C -7.353 -1.955 1.020
C -6.604 -0.897 0.582
C -6.614 0.314 1.251
C -7.424 0.394 2.357
C -8.326 -0.575 2.762
C -8.312 -1.761 2.005
N -7.352 1.639 3.152
O -7.228 2.689 2.558
O -7.575 1.550 4.365
H -7.244 -2.837 0.386
H -6.018 -0.884 -0.326
H -6.005 1.195 1.048
H -8.910 -0.366 3.621
H -8.985 -2.569 2.350
C -4.413 2.928 4.906
C -4.398 2.712 3.569
C -4.021 3.699 2.655
C -3.613 4.895 3.136
C -3.607 5.229 4.481
C -4.059 4.200 5.354
N -3.093 5.861 2.048
O -2.454 6.853 2.420
O -3.214 5.582 0.882
H -4.778 2.168 5.549
H -4.750 1.781 3.122
H -4.064 3.606 1.569
H -3.288 6.257 4.726
H -4.130 4.446 6.398
C -1.263 -4.940 4.560
C -0.802 -3.646 4.526
C 0.563 -3.370 4.494
C 1.406 -4.474 4.284
C 1.009 -5.803 4.200
C -0.362 -5.993 4.459
N 2.826 -4.145 4.177
O 3.620 -5.021 3.885
O 3.177 -2.980 4.314
H -2.276 -5.187 4.795
H -1.434 -2.790 4.339
H 0.870 -2.359 4.494
H 1.713 -6.633 4.025
H -0.763 -6.975 4.541
C 1.418 1.766 -6.080
C 2.756 1.362 -5.913
C 3.744 2.269 -5.767
C 3.381 3.586 -5.723
C 2.068 4.058 -5.887
C 1.060 3.140 -6.071
N 4.429 4.578 -5.629
O 5.589 4.219 -5.805
O 4.145 5.670 -5.131
H 0.666 1.001 -6.221
H 3.019 0.306 -5.983
H 4.788 1.982 -5.790
H 1.882 5.111 -6.022
H 0.054 3.453 -6.292
```

These are the Löwdin partial charges, in e, on atoms 1 to 5:
1 C -0.078
2 C -0.263
3 O -0.161
4 P 0.370
5 O -0.230


(4)
Computed, not measured: a 3-piece molecular cluster, C4H12O3 overall, with ωB97M-V with the def2-TZVPD basis set.

As for the SMILES: C=C.OCO.CO. As for the frontier orbital gap: 10.48 eV. The multiplicity is 1. For the LUMO energy, the calculation gives 0.69 eV. For the molar mass, the calculation gives 108.137 Da. As for the energy above the lowest of the compared OMol25 structures with the same formula, charge and spin: 244.5 kJ/mol. The calculation puts the HOMO energy at -9.79 eV.

```
19
C4H12O3 (ωB97M-V with the def2-TZVPD basis set)
C -2.156 -0.190 -0.930
C -1.983 -0.579 0.345
H -2.017 -0.877 -1.748
H -2.433 0.819 -1.190
H -1.960 -1.626 0.611
H -2.261 0.084 1.151
O 1.668 0.047 1.538
C 1.087 -0.889 0.660
O 0.964 -2.146 1.253
H 1.110 0.120 2.319
H 1.787 -0.949 -0.185
H -0.089 -0.661 0.456
H 1.841 -2.477 1.505
C 0.419 1.587 -1.176
O 1.775 1.805 -0.870
H 0.274 0.455 -1.176
H 0.220 2.094 -2.118
H -0.236 2.019 -0.412
H 1.988 1.366 -0.034
```

These are the Löwdin partial charges, in e, on atoms 1 to 5:
1 C -0.071
2 C -0.110
3 H 0.061
4 H 0.056
5 H 0.066